Record 1
{"formula": "C4H8N2O", "method": "ωB97M-V with the def2-TZVPD basis set", "elements": ["O", "N", "N", "C", "C", "C", "C", "H", "H", "H", "H", "H", "H", "H", "H"], "coordinates": [[-1.3283, -1.7845, 0.7567], [1.5636, -0.4777, -0.2218], [0.7009, 1.2450, 1.6578], [-0.3062, 0.5158, 1.0117], [0.2163, -0.1724, -0.4962], [-0.3776, -0.8600, 0.5754], [-0.2864, 0.4132, -1.7821], [0.5453, 1.3507, 2.6525], [-1.5151, -2.2353, -0.0820], [-1.2970, 0.9710, 1.0938], [-0.1779, -0.2994, -2.6046], [0.3164, 1.2907, -2.0284], [-1.3345, 0.7125, -1.7139], [1.6040, 0.8202, 1.4469], [1.6765, -1.4898, -0.2659]], "relative_energy_kcal_mol": 129.61, "total_charge": 0, "e_lumo_ev": [0.17, 0.17]}

Record 2
{"formula": "CH28MnO16P", "method": "ωB97M-V with the def2-TZVPD basis set", "elements": ["Mn", "P", "O", "O", "O", "O", "O", "O", "O", "O", "O", "O", "O", "O", "O", "O", "O", "O", "C", "H", "H", "H", "H", "H", "H", "H", "H", "H", "H", "H", "H", "H", "H", "H", "H", "H", "H", "H", "H", "H", "H", "H", "H", "H", "H", "H", "H"], "coordinates": [[13.6034, -26.4474, 23.1885], [14.3585, -24.8234, 21.2582], [13.1743, -26.4349, 18.5016], [14.8994, -28.1816, 19.4489], [13.8692, -24.4811, 22.7064], [17.4987, -23.0072, 19.6969], [11.5147, -26.0073, 22.3128], [14.4763, -23.2159, 25.1798], [14.3254, -26.3309, 21.2997], [13.4659, -24.3265, 20.0652], [13.4832, -21.8043, 22.1747], [17.3128, -26.1582, 22.1680], [16.6928, -22.9172, 23.2269], [16.3064, -24.8022, 18.0174], [15.8165, -24.4263, 21.1024], [15.5946, -27.0009, 23.8414], [14.1798, -22.5595, 18.2372], [11.3384, -23.0217, 20.3907], [16.1065, -28.2582, 24.2042], [15.8199, -28.4184, 19.3078], [11.2753, -25.8444, 21.3987], [17.0486, -28.5767, 23.7470], [15.4195, -29.0859, 24.0097], [14.0621, -23.5234, 24.3676], [18.1498, -25.7493, 22.4250], [14.3719, -21.5526, 21.9055], [13.2368, -25.8761, 17.7141], [15.8384, -24.0277, 17.6925], [14.1388, -23.1436, 19.0125], [16.5149, -23.5366, 22.5065], [13.2833, -25.8953, 19.3182], [10.6595, -23.6762, 20.1820], [12.2343, -23.4545, 20.5203], [17.8140, -22.3219, 20.2917], [13.7099, -21.7633, 18.4951], [16.3642, -28.3484, 25.2633], [14.9087, -27.5918, 20.2205], [10.9403, -25.4305, 22.8266], [11.4955, -22.4487, 19.6224], [16.4794, -24.6055, 18.9424], [13.5287, -22.7605, 22.3066], [16.7569, -25.5643, 21.5913], [16.7040, -23.3565, 20.1247], [16.7315, -26.3381, 22.9580], [13.7459, -23.0514, 25.7807], [13.8859, -27.1173, 18.5172], [15.8771, -22.8719, 23.7309]], "s_squared": 8.75, "multiplicity": 6, "total_charge": 1, "e_lumo_ev": [-4.56, -4.59]}

Record 3
{"formula": "C7H14P", "method": "ωB97M-V with the def2-TZVPD basis set", "elements": ["P", "C", "C", "C", "C", "C", "C", "C", "H", "H", "H", "H", "H", "H", "H", "H", "H", "H", "H", "H", "H", "H"], "coordinates": [[0.2292, 0.1818, -0.9029], [0.8195, -0.9120, 1.5032], [-1.7039, -1.2922, 2.2022], [1.3182, 0.1758, 0.5425], [1.3114, 0.1923, -2.4156], [-0.7144, -1.2190, -0.9546], [-0.7436, 1.6603, -1.4057], [-0.6254, -0.9625, 1.3855], [-0.1668, 2.4374, -2.1107], [-1.7382, -0.9726, -1.1842], [1.8595, -0.6895, -2.2814], [2.3837, 0.0514, 0.3308], [0.5066, 0.1801, -3.1091], [-1.3644, 1.1505, -2.1229], [-1.5725, -2.4860, 2.3893], [1.0440, 1.1576, 0.9707], [-1.6773, -0.9667, 3.2096], [-1.2074, 2.1446, -0.5906], [1.3895, -1.9534, 1.1792], [1.8108, 1.0815, -2.3893], [-2.6291, -1.1407, 1.8211], [1.1059, -0.6112, 2.5233]], "relative_energy_kcal_mol": 149.33, "total_charge": 1, "e_lumo_ev": [-5.70, -5.70]}

Record 4
{"formula": "CH4IOP", "method": "ωB97M-V with the def2-TZVPD basis set", "elements": ["I", "P", "O", "C", "H", "H", "H", "H"], "coordinates": [[-1.4429, -1.8319, 1.1776], [0.1809, -2.4330, -0.5254], [-0.0745, 1.2217, 0.7040], [0.2960, 1.2131, -0.5368], [1.2460, 1.6632, -0.7652], [1.1171, -1.8821, 0.4206], [-1.0525, 1.3040, 0.8453], [-0.2701, 0.7450, -1.3202]], "relative_energy_kcal_mol": 71.88, "total_charge": 0, "e_lumo_ev": [-1.48, -0.08]}

Record 5
{"formula": "C28H47Cl2IrN2PS", "method": "ωB97M-V with the def2-TZVPD basis set", "elements": ["Ir", "Cl", "Cl", "S", "P", "N", "N", "C", "C", "C", "C", "C", "C", "C", "C", "C", "C", "C", "C", "C", "C", "C", "C", "C", "C", "C", "C", "C", "C", "C", "C", "C", "C", "C", "C", "H", "H", "H", "H", "H", "H", "H", "H", "H", "H", "H", "H", "H", "H", "H", "H", "H", "H", "H", "H", "H", "H", "H", "H", "H", "H", "H", "H", "H", "H", "H", "H", "H", "H", "H", "H", "H", "H", "H", "H", "H", "H", "H", "H", "H", "H", "H"], "coordinates": [[-0.0332, 0.0251, 2.6330], [2.1325, 0.0816, 1.8746], [-2.1449, -0.2893, 1.8499], [0.6483, -0.9968, 4.4876], [0.1368, -0.9899, -1.3810], [0.8840, 0.6287, 6.6385], [-0.7057, -1.0793, 6.7805], [-0.0278, -2.6730, -2.1929], [-2.8852, 1.8487, -2.1141], [-0.4626, 2.9216, 3.1070], [-1.5901, 1.2269, -1.5683], [1.7033, -0.3753, -2.2708], [-1.1788, 0.0738, -3.7733], [0.4992, 1.3507, 7.8509], [3.6257, 1.1788, -3.9102], [-1.3060, 5.1906, 3.2045], [-0.4078, 1.5758, 3.6367], [0.1382, 3.1888, 1.8626], [-0.2611, -5.6591, -2.1778], [-2.9178, 1.9281, -3.6453], [-2.4944, 0.6268, -4.3347], [1.8583, 1.1365, -2.0729], [-1.4673, -4.7659, -2.4819], [-1.2864, -0.1101, -2.2603], [-0.7366, 5.4425, 1.9427], [3.2611, 1.6096, -2.4852], [1.9543, -0.7542, -3.7389], [0.2151, -0.3866, 6.0862], [-1.1641, 3.9555, 3.7990], [1.1688, -3.5679, -1.8202], [3.3516, -0.3044, -4.1869], [1.0777, -4.9656, -2.4536], [-0.0271, 4.4422, 1.2662], [-0.6198, -1.3852, 8.2134], [-1.3594, -3.3659, -1.8512], [3.4747, -0.5161, -5.2591], [-0.3735, 0.7862, -3.9997], [-3.2784, -0.1298, -4.1901], [1.2071, -0.2753, -4.3816], [-1.6750, 1.0630, -0.4812], [-0.5323, 1.1162, 8.1191], [1.2120, -4.8719, -3.5387], [-1.5590, -4.6521, -3.5696], [-2.3897, 0.7866, -5.4171], [1.1582, 1.0875, 8.6794], [-3.9309, 2.1974, -3.9722], [-3.0160, 2.8501, -1.6815], [-1.4999, -0.9813, 8.7223], [-0.5994, -2.4703, 8.3537], [3.9857, 1.1820, -1.7792], [-1.8613, 5.9790, 3.7200], [3.3130, 2.7023, -2.3920], [0.4162, 4.6217, 0.2806], [0.2826, -0.9514, 8.6533], [3.0606, 1.7928, -4.6289], [2.1185, -3.1039, -2.1205], [1.9041, -5.5862, -2.0822], [0.5851, 2.4263, 7.6802], [1.6720, 1.3988, -1.0211], [1.8575, -1.8352, -3.9004], [-2.2567, 2.7425, -3.9785], [-3.7303, 1.2343, -1.7698], [-1.4623, -3.4492, -0.7601], [-0.2966, -5.9595, -1.1188], [-0.8458, 6.4140, 1.4836], [-2.2110, -2.7651, -2.1962], [0.7062, 2.3782, 1.4030], [-2.3895, -5.2499, -2.1337], [1.6111, 1.0178, 6.0432], [-2.1359, -0.7862, -2.0563], [1.1090, 1.6648, -2.6836], [-0.0148, -2.4748, -3.2846], [-0.9359, -0.8689, -4.2826], [-0.7545, 1.9259, -1.7243], [-1.5954, 3.7293, 4.7760], [-0.3266, -6.5827, -2.7686], [4.6889, 1.3881, -4.0883], [2.4734, -0.8808, -1.6544], [1.2134, -3.6741, -0.7269], [-0.8467, 1.4855, 4.6499], [-1.2063, -1.7604, 6.2127], [4.0956, -0.9090, -3.6489]], "s_squared": 6.05, "multiplicity": 5, "relative_energy_kcal_mol": 0.00, "total_charge": -1, "e_lumo_ev": [2.70, 2.49]}

Please write out number 3 again, unchanged.
{"formula": "C7H14P", "method": "ωB97M-V with the def2-TZVPD basis set", "elements": ["P", "C", "C", "C", "C", "C", "C", "C", "H", "H", "H", "H", "H", "H", "H", "H", "H", "H", "H", "H", "H", "H"], "coordinates": [[0.2292, 0.1818, -0.9029], [0.8195, -0.9120, 1.5032], [-1.7039, -1.2922, 2.2022], [1.3182, 0.1758, 0.5425], [1.3114, 0.1923, -2.4156], [-0.7144, -1.2190, -0.9546], [-0.7436, 1.6603, -1.4057], [-0.6254, -0.9625, 1.3855], [-0.1668, 2.4374, -2.1107], [-1.7382, -0.9726, -1.1842], [1.8595, -0.6895, -2.2814], [2.3837, 0.0514, 0.3308], [0.5066, 0.1801, -3.1091], [-1.3644, 1.1505, -2.1229], [-1.5725, -2.4860, 2.3893], [1.0440, 1.1576, 0.9707], [-1.6773, -0.9667, 3.2096], [-1.2074, 2.1446, -0.5906], [1.3895, -1.9534, 1.1792], [1.8108, 1.0815, -2.3893], [-2.6291, -1.1407, 1.8211], [1.1059, -0.6112, 2.5233]], "relative_energy_kcal_mol": 149.33, "total_charge": 1, "e_lumo_ev": [-5.70, -5.70]}

Copy entry 2 word for word.
{"formula": "CH28MnO16P", "method": "ωB97M-V with the def2-TZVPD basis set", "elements": ["Mn", "P", "O", "O", "O", "O", "O", "O", "O", "O", "O", "O", "O", "O", "O", "O", "O", "O", "C", "H", "H", "H", "H", "H", "H", "H", "H", "H", "H", "H", "H", "H", "H", "H", "H", "H", "H", "H", "H", "H", "H", "H", "H", "H", "H", "H", "H"], "coordinates": [[13.6034, -26.4474, 23.1885], [14.3585, -24.8234, 21.2582], [13.1743, -26.4349, 18.5016], [14.8994, -28.1816, 19.4489], [13.8692, -24.4811, 22.7064], [17.4987, -23.0072, 19.6969], [11.5147, -26.0073, 22.3128], [14.4763, -23.2159, 25.1798], [14.3254, -26.3309, 21.2997], [13.4659, -24.3265, 20.0652], [13.4832, -21.8043, 22.1747], [17.3128, -26.1582, 22.1680], [16.6928, -22.9172, 23.2269], [16.3064, -24.8022, 18.0174], [15.8165, -24.4263, 21.1024], [15.5946, -27.0009, 23.8414], [14.1798, -22.5595, 18.2372], [11.3384, -23.0217, 20.3907], [16.1065, -28.2582, 24.2042], [15.8199, -28.4184, 19.3078], [11.2753, -25.8444, 21.3987], [17.0486, -28.5767, 23.7470], [15.4195, -29.0859, 24.0097], [14.0621, -23.5234, 24.3676], [18.1498, -25.7493, 22.4250], [14.3719, -21.5526, 21.9055], [13.2368, -25.8761, 17.7141], [15.8384, -24.0277, 17.6925], [14.1388, -23.1436, 19.0125], [16.5149, -23.5366, 22.5065], [13.2833, -25.8953, 19.3182], [10.6595, -23.6762, 20.1820], [12.2343, -23.4545, 20.5203], [17.8140, -22.3219, 20.2917], [13.7099, -21.7633, 18.4951], [16.3642, -28.3484, 25.2633], [14.9087, -27.5918, 20.2205], [10.9403, -25.4305, 22.8266], [11.4955, -22.4487, 19.6224], [16.4794, -24.6055, 18.9424], [13.5287, -22.7605, 22.3066], [16.7569, -25.5643, 21.5913], [16.7040, -23.3565, 20.1247], [16.7315, -26.3381, 22.9580], [13.7459, -23.0514, 25.7807], [13.8859, -27.1173, 18.5172], [15.8771, -22.8719, 23.7309]], "s_squared": 8.75, "multiplicity": 6, "total_charge": 1, "e_lumo_ev": [-4.56, -4.59]}